Entry 1:
Entry from the OMol25 dataset: C9H12ClF9N2O5RuS as an isolated structure (ωB97M-V/def2-TZVPD).

Values from the calculation:
- total charge = +2
- strongest force on any atom (eV/Å) = 0.730
- orbital gap (spin up / spin down) (eV) = 8.18 / 5.70
- spin multiplicity = 5
- calculated total energy (Eh) = -2686.91921

Atoms and positions in Å:
Ru1 -0.012 1.387 -0.439
O1 -2.020 3.449 1.899
Cl1 -1.585 3.523 0.556
O2 -2.236 4.471 -0.243
O3 -1.841 2.090 -0.065
O4 -0.125 3.581 0.450
F1 1.075 2.573 -4.226
C1 0.902 2.196 -2.999
F2 1.223 3.184 -2.164
F3 -0.456 1.972 -2.771
C2 1.649 0.885 -2.580
O5 1.634 0.778 -1.174
C3 0.910 -0.357 -3.160
F4 0.489 -0.165 -4.391
F5 1.661 -1.442 -3.092
F6 -0.189 -0.597 -2.374
C4 3.114 0.953 -3.087
F7 3.641 2.125 -2.749
F8 3.827 -0.014 -2.522
F9 3.137 0.811 -4.404
C5 -2.340 0.334 2.585
N1 -1.686 -0.850 2.043
C6 -2.587 -1.891 1.539
C7 -0.325 -0.867 1.839
S1 0.526 0.650 1.679
N2 0.349 -2.017 1.846
C8 1.721 -2.074 1.324
C9 -0.090 -3.243 2.541
H1 -3.292 0.027 3.013
H2 -2.540 1.045 1.773
H3 -1.705 0.831 3.314
H4 -3.371 -1.391 0.963
H5 -3.079 -2.388 2.380
H6 -2.073 -2.608 0.912
H7 1.836 -1.429 0.459
H8 1.939 -3.110 1.079
H9 2.418 -1.745 2.102
H10 -0.938 -3.066 3.188
H11 0.751 -3.587 3.145
H12 -0.310 -4.025 1.812


Entry 2:
Entry from the OMol25 dataset: a 4-piece molecular cluster, C9H12ClN8O overall at a distorted geometry (ωB97M-V/def2-TZVPD).

Values from the calculation:
- total charge = +1
- strongest force on any atom (eV/Å) = 3.554
- orbital gap (eV) = 9.98
- spin multiplicity = 1
- calculated total energy (Eh) = -1323.24558

Atoms and positions in Å:
O1 -3.140 1.504 1.598
C1 -2.974 0.699 0.808
N1 -2.685 -0.083 -0.128
N2 -1.282 -0.040 -0.317
C2 -0.341 -0.905 -0.021
N3 0.804 -0.327 -0.417
C3 0.538 0.872 -0.925
N4 1.371 1.778 -1.404
Cl1 0.847 3.232 -2.067
N5 -0.799 1.066 -0.892
H1 -0.527 -1.872 0.456
H2 2.363 1.583 -1.376
H3 -1.353 1.846 -1.214
C4 -0.261 0.106 -4.952
C5 1.114 0.091 -4.437
N6 2.185 0.084 -4.030
H4 -0.264 0.457 -5.982
H5 -0.680 -0.898 -4.916
H6 -0.876 0.772 -4.349
C6 -0.229 -3.581 3.383
C7 -0.514 -4.214 2.091
N7 -0.744 -4.707 1.082
H7 -1.135 -3.547 3.985
H8 0.529 -4.153 3.915
H9 0.135 -2.566 3.231
C8 1.425 2.575 2.627
C9 1.103 1.274 3.202
N8 0.873 0.233 3.617
H10 0.510 3.080 2.319
H11 1.939 3.199 3.355
H12 2.068 2.438 1.759